Run i
This record from the OMol25 dataset describes C4H5N3S in the gas phase. The level of theory is the ωB97M-V functional and the def2-TZVPD basis.

orbital gap: 6.936 eV
multiplicity: 1
structure (SMILES): Nc1cc(N=S)c[nH]1
molar mass: 127.17 u

The geometry in XYZ format:
```
13
C4H5N3S | the OMol25 dataset | the ωB97M-V functional and the def2-TZVPD basis
C 1.28602 -0.25462 0.00236
N 2.51588 -0.83547 0.00279
C -0.96614 -0.15056 -0.00298
H -0.99804 1.93709 -0.00398
H 1.53950 1.99936 0.01126
N -2.37997 -0.26785 0.00391
C 0.90758 1.09068 -0.00182
C 0.07255 -1.02397 -0.00481
N -0.42891 1.13227 -0.00448
S 3.84378 0.05140 -0.00017
H -2.69602 -0.78567 -0.78904
H -2.70088 -0.78787 0.80829
H 0.00466 -2.10479 -0.02135
```

Atom charges from the Mulliken analysis, given in e for atoms 1 to 6: 0.823 -0.405 0.063 0.179 0.384 -0.593

***

Run ii
This record from the OMol25 dataset describes C4H5N3S in the gas phase. The level of theory is the ωB97M-V functional and the def2-TZVPD basis.

orbital gap: 7.535 eV
multiplicity: 1
structure (SMILES): c1nc2c([nH]1)NCS2
molar mass: 127.17 u

The geometry in XYZ format:
```
13
C4H5N3S | the OMol25 dataset | the ωB97M-V functional and the def2-TZVPD basis
N 0.98246 0.52747 -0.57531
C 0.38348 1.66420 -1.34449
C 0.12422 -0.22719 0.16379
N 0.29091 -1.25046 1.03429
C -1.27138 -0.09491 0.20528
N -1.95125 -1.02606 0.88150
H 0.91237 2.75380 -1.12490
H -0.86496 -2.67293 1.95654
H 0.58772 1.63519 -2.38569
S -1.34527 1.79642 -1.02367
H 1.12746 -1.90221 1.13667
H 1.97370 0.57508 -0.26232
C -0.94946 -1.77840 1.33830
```

Atom charges from the Mulliken analysis, given in e for atoms 1 to 6: -0.286 -0.402 0.089 -0.121 0.304 -0.607

***

Which one is the most stable? From the structures above, run i.